1.
{"formula": "C32H30Br2CeN6O3PS2", "method": "ωB97M-V with the def2-TZVPD basis set", "symbols": ["Ce", "Br", "Br", "S", "S", "P", "O", "O", "O", "N", "N", "N", "N", "N", "N", "C", "C", "C", "C", "C", "C", "C", "C", "C", "C", "C", "C", "C", "C", "C", "C", "C", "C", "C", "C", "C", "C", "C", "C", "C", "C", "C", "C", "C", "C", "C", "C", "H", "H", "H", "H", "H", "H", "H", "H", "H", "H", "H", "H", "H", "H", "H", "H", "H", "H", "H", "H", "H", "H", "H", "H", "H", "H", "H", "H", "H", "H"], "coordinates": [[0.3382, 0.2437, 0.1824], [-0.7054, -0.9781, 3.3632], [1.0927, 1.6916, 2.9116], [2.7983, -4.0863, 1.9546], [2.3707, -1.1288, 1.5607], [1.7638, 2.0212, -2.0417], [1.6093, -0.3804, -1.4306], [0.3920, 1.8426, -1.2549], [-1.5661, 1.0426, 1.0678], [-3.7580, 0.7858, 0.5238], [-5.7024, 2.5895, 2.5867], [0.6840, -3.1963, 0.9290], [-0.0731, -2.2511, 0.2858], [-1.4387, 3.2244, 3.9336], [-1.5491, -0.6681, -1.3346], [1.8074, 3.8045, -2.2994], [4.2257, -3.2813, 2.6823], [4.3563, 1.1183, -1.4374], [-2.1864, 0.0309, -2.2722], [5.4406, 1.0120, -0.5802], [-3.9638, -1.5574, -2.3468], [2.4054, -1.4745, -1.8371], [0.9596, 0.3458, -4.1206], [4.2182, 2.1496, 1.1515], [2.7673, 1.8804, -4.5705], [1.7997, 6.5419, -2.8023], [-3.3047, -2.2857, -1.3655], [2.9928, 4.5332, -2.2396], [-2.8147, 1.3495, 1.3025], [2.8339, 1.4115, -5.8737], [-1.2787, -2.6126, 0.0438], [-2.0869, -1.8196, -0.8962], [1.8277, -2.7600, 1.3918], [5.3697, 1.5151, 0.7135], [-3.1685, 2.2168, 2.3206], [3.1342, 2.2745, 0.2938], [1.0072, -0.0898, -5.4337], [0.6123, 5.8242, -2.8558], [-3.3909, -0.3876, -2.8189], [1.8360, 1.3376, -3.6855], [0.6153, 4.4618, -2.6086], [-2.2174, 2.7844, 3.2077], [2.9874, 5.8966, -2.4954], [0.2116, 0.5080, 4.1712], [3.1973, 1.7455, -0.9932], [-4.5595, 2.4852, 2.4903], [1.9506, 0.4351, -6.3076], [-3.8699, 0.2071, -3.5829], [3.9418, -2.5868, 3.4695], [-0.3177, 3.9160, -2.6448], [-1.7245, 0.9637, -2.5709], [3.4148, -1.3757, -1.4253], [3.9285, 4.0512, -1.9823], [1.9743, -2.4089, -1.4678], [3.4304, 2.6776, -4.2588], [-0.5133, 1.1284, 4.6913], [4.8288, -2.7764, 1.9324], [-4.7341, 0.9435, 0.7157], [-4.9113, -1.9029, -2.7363], [2.2693, 2.8609, 0.5949], [-1.6803, -3.5414, 0.4414], [-3.7177, -3.2066, -0.9786], [0.9951, 0.1120, 4.8049], [-3.5020, 0.0901, -0.1480], [1.9942, 0.0847, -7.3294], [1.7977, 7.6065, -2.9923], [3.5650, 1.8261, -6.5538], [6.2200, 1.4211, 1.3747], [6.3472, 0.5323, -0.9245], [4.8001, -4.0935, 3.1252], [4.4202, 0.7159, -2.4404], [0.2568, -0.0982, -3.4311], [0.3168, -0.8500, -5.7731], [4.1646, 2.5588, 2.1510], [-0.3170, 6.3262, -3.0852], [3.9121, 6.4545, -2.4438], [2.4472, -1.5114, -2.9302]], "lowdin_charge": [0.7040, 0.7780, 0.7878, 0.9104, 0.6435, 0.9430, -0.5053, -0.4325, -0.2761, 0.2191, 0.1558, -0.0756, -0.1134, 0.1366, 0.0314, -0.2737, -0.4307, -0.0649, -0.1018, -0.0417, -0.0213, -0.1272, -0.0741, -0.0665, -0.0586, -0.0586, 0.0101, -0.0755, -0.4379, -0.0526, -0.0440, -0.2430, -1.0535, -0.0455, -0.1823, -0.1383, -0.0520, -0.0579, -0.0194, -0.2610, -0.0582, -0.2052, -0.0596, -0.8816, -0.3045, -0.2158, -0.0525, 0.1209, 0.0281, 0.1089, 0.1224, 0.0816, 0.1106, 0.0833, 0.1115, -0.0069, 0.0304, 0.1105, 0.1240, 0.0980, 0.1464, 0.1289, 0.0176, 0.0657, 0.1141, 0.1127, 0.1147, 0.1164, 0.1173, 0.0384, 0.1181, 0.0909, 0.1136, 0.1117, 0.1121, 0.1120, 0.0890], "total_charge": 1, "homo_energy_ev": -10.49, "homo_lumo_gap_ev": 6.119}

2.
{"formula": "C6H14BNO2", "method": "ωB97M-V with the def2-TZVPD basis set", "symbols": ["O", "O", "N", "C", "C", "C", "C", "C", "C", "B", "H", "H", "H", "H", "H", "H", "H", "H", "H", "H", "H", "H", "H", "H"], "coordinates": [[-1.4146, 1.2853, -0.4213], [-2.3040, 1.1439, 1.7230], [-0.9056, -0.8379, 0.3203], [-0.1502, -0.6793, -0.8969], [-2.5165, 0.5515, 2.9793], [1.8264, 0.5087, 0.2005], [2.1407, -0.7545, -1.9642], [1.3773, -0.6788, -0.6454], [-0.7281, 0.6353, -1.4636], [-1.5764, 0.4798, 0.6789], [0.0441, 1.3056, -1.8497], [1.5911, -1.5954, -0.0800], [1.9426, 0.1179, -2.5813], [1.6691, 1.4514, -0.3198], [-1.4410, 0.4267, -2.2702], [1.2647, 0.5398, 1.1335], [1.8453, -1.6409, -2.5219], [-1.8752, -0.3175, 3.1474], [-3.5625, 0.2401, 3.0680], [-2.3059, 1.3021, 3.7460], [2.8851, 0.4217, 0.4363], [-0.6463, -1.5838, 0.9399], [-0.3711, -1.5133, -1.5794], [3.2109, -0.8084, -1.7795]], "nbo_charge": [-0.6963, -0.6949, -0.8936, -0.0549, -0.2339, -0.6168, -0.6077, -0.2158, -0.0647, 1.1851, 0.1784, 0.1908, 0.2016, 0.2056, 0.1783, 0.2127, 0.2071, 0.1618, 0.1748, 0.1812, 0.2112, 0.3941, 0.1838, 0.2120], "total_charge": 0, "smiles": "COB1N[C@H](C(C)C)CO1", "homo_energy_ev": -9.06, "homo_lumo_gap_ev": 9.771}

3.
{"formula": "C7H36O12", "method": "ωB97M-V with the def2-TZVPD basis set", "symbols": ["O", "O", "O", "O", "O", "O", "O", "O", "O", "O", "O", "O", "C", "C", "C", "C", "C", "C", "C", "H", "H", "H", "H", "H", "H", "H", "H", "H", "H", "H", "H", "H", "H", "H", "H", "H", "H", "H", "H", "H", "H", "H", "H", "H", "H", "H", "H", "H", "H", "H", "H", "H", "H", "H", "H"], "coordinates": [[-1.1639, 1.1125, 3.6308], [-3.8100, 1.2776, -1.6615], [-0.3062, 3.0421, -3.7948], [-2.2952, -1.3159, 2.3945], [-0.6884, 3.1428, 1.9023], [-3.9290, -0.0457, 0.8494], [-2.1552, -3.9467, 1.8024], [1.9076, 0.4182, 3.7554], [2.5845, -1.3765, 1.9602], [1.4304, 1.6684, -2.2966], [2.6088, 3.0999, 1.8485], [0.2670, -2.3930, 2.5142], [0.2262, -0.9718, -0.8097], [2.5648, -1.2431, -3.3751], [0.9644, 1.4327, -0.9224], [1.2413, 0.0386, -0.3407], [1.3571, -2.0686, -2.9012], [0.1633, -1.3514, -2.2872], [-0.9037, -1.0568, -3.0338], [2.3472, -0.2077, 3.2367], [-4.8427, -0.2146, 0.8258], [-1.5346, 1.4242, 4.5176], [2.2867, 2.2529, 2.3374], [-2.4317, -3.0863, 2.0162], [1.6678, -1.6196, 1.9757], [-1.8196, -0.5741, 2.9608], [1.3827, 2.2548, -0.3452], [3.0016, -1.8050, -4.1907], [-2.9747, -0.8253, 1.9694], [-0.0479, 3.8969, -3.7955], [0.9501, 0.4672, 3.6406], [3.1987, -2.1262, 1.5677], [1.4221, 0.8258, -2.8374], [-1.8019, -0.6014, -2.5964], [-0.5184, -1.8498, 2.3948], [0.4729, 2.6637, -3.3441], [-0.1081, 1.6009, -1.0445], [-3.0917, 1.6212, -2.2882], [3.3629, -1.0044, -2.7030], [0.4931, -1.9390, -0.3681], [-0.8727, 1.8888, 3.2882], [1.1535, 0.2982, 0.6838], [-0.7724, -0.8373, -0.4409], [0.0670, -2.8999, 3.1887], [-3.5646, 0.5650, 0.2237], [2.2623, -0.3843, -3.9221], [0.9555, -2.5009, -3.7836], [0.2427, 3.3805, 1.6274], [2.3227, -0.1768, -0.4780], [-1.0867, 3.8428, 2.3063], [1.7546, -2.9452, -2.3521], [3.0467, 2.6694, 1.1160], [-1.3232, -3.8635, 1.2685], [-0.9116, -1.3113, -4.1083], [-4.7523, 1.6572, -1.7816]], "nbo_charge": [-0.9667, -1.0058, -0.9657, -1.0352, -0.9684, -0.9808, -0.9677, -0.9954, -1.0087, -0.7816, -0.9636, -0.9584, -0.4633, -0.6102, -0.0607, -0.4262, -0.4475, 0.0269, -0.4061, 0.4981, 0.4878, 0.4808, 0.4961, 0.4873, 0.5061, 0.5078, 0.1777, 0.2188, 0.5074, 0.4490, 0.4842, 0.4912, 0.4922, 0.2042, 0.4993, 0.4885, 0.1736, 0.5153, 0.2129, 0.2152, 0.4912, 0.2231, 0.2259, 0.4756, 0.5208, 0.1928, 0.2113, 0.5102, 0.2222, 0.4712, 0.2135, 0.4674, 0.4683, 0.1986, 0.4994], "total_charge": 0, "smiles": "C=C(CC)CCCO.O.O.O.O.O.O.O.O.O.O.O", "homo_energy_ev": -9.57, "homo_lumo_gap_ev": 9.667}

4.
{"formula": "C5H10NS", "method": "ωB97M-V with the def2-TZVPD basis set", "symbols": ["S", "N", "C", "C", "C", "C", "C", "H", "H", "H", "H", "H", "H", "H", "H", "H", "H"], "coordinates": [[3.1962, -0.6425, -0.2132], [-1.7586, -0.5951, -0.7098], [-0.1973, 1.7204, 0.3201], [-0.1940, -1.9396, 0.5600], [0.5124, 0.4262, -0.1017], [-0.6106, -0.7866, -0.0048], [2.0498, 0.5115, 0.3499], [2.3293, -1.5166, -0.7116], [2.4241, 1.2936, 0.9055], [0.6208, -1.8675, 1.2238], [-0.5765, -2.8953, 0.3465], [-1.2131, 1.6622, -0.0330], [0.5122, 0.3579, -1.2423], [0.2361, 2.4844, -0.3222], [-2.6007, -0.3842, -0.1292], [-1.7173, 0.0052, -1.5114], [-0.0338, 1.9365, 1.3343]], "nbo_charge": [0.4191, -0.8114, -0.6136, -0.4351, -0.3545, 0.2337, -0.0009, 0.1708, 0.2303, 0.1881, 0.2337, 0.2344, 0.2593, 0.2179, 0.4165, 0.3850, 0.2268], "total_charge": 1, "homo_energy_ev": [-12.85, -12.85], "homo_lumo_gap_ev": [6.156, 6.156]}

5.
{"formula": "C2H9FIN2P", "method": "ωB97M-V with the def2-TZVPD basis set", "symbols": ["I", "P", "F", "N", "N", "C", "C", "H", "H", "H", "H", "H", "H", "H", "H", "H"], "coordinates": [[0.5708, 1.0942, -3.1795], [1.7132, 0.0714, -0.2246], [-1.9473, 1.3962, -1.0324], [2.4862, 0.9075, 0.9364], [0.3078, -0.7849, 0.5865], [-1.8749, 0.6152, 0.1173], [-1.0705, -0.7772, -0.0464], [-2.9211, 0.3594, 0.4905], [0.6047, -1.7796, 0.6109], [1.9808, 0.8324, 1.8302], [-1.0580, -1.1808, -1.1109], [-1.6892, -1.5365, 0.5464], [1.3789, 0.9684, -1.3920], [2.6600, -0.9475, -0.6432], [-1.3876, 1.2017, 0.9570], [0.2464, -0.4399, 1.5539]], "nbo_charge": [-0.6259, 1.2166, -0.3221, -1.2959, -0.7968, 0.0404, -0.2896, 0.1876, 0.4421, 0.3386, 0.2790, 0.2152, 0.0594, -0.0605, 0.1699, 0.4419], "total_charge": 0, "homo_energy_ev": -7.13, "homo_lumo_gap_ev": 6.463}

6.
{"formula": "C4H10N2", "method": "ωB97M-V with the def2-TZVPD basis set", "symbols": ["N", "N", "C", "C", "C", "C", "H", "H", "H", "H", "H", "H", "H", "H", "H", "H"], "coordinates": [[-1.9272, -0.8918, -0.0225], [0.8493, -0.1426, -0.3748], [-1.4932, 0.5221, 0.0101], [1.7669, -1.1279, 0.0719], [1.0205, 1.3366, -0.2085], [-0.0984, 0.5476, 0.5429], [-2.2932, 1.2504, 0.4355], [-2.9287, -0.8911, -0.1362], [1.1228, -2.0874, 0.4053], [2.4690, -1.4437, -0.7658], [1.7438, 1.7366, 0.5183], [0.0987, 0.3888, 1.6551], [2.2337, -0.7105, 0.9855], [-1.4073, -1.3336, -0.6889], [0.7932, 1.9030, -1.0907], [-1.4615, 0.7580, -1.0345]], "nbo_charge": [-0.8449, -0.4435, -0.2380, -0.4079, -0.2632, -0.0783, 0.1982, 0.3591, 0.2025, 0.2106, 0.1901, 0.1975, 0.1693, 0.3616, 0.2059, 0.1810], "total_charge": 0, "smiles": "CN1C[C@H]1CN", "homo_energy_ev": -8.81, "homo_lumo_gap_ev": 10.044}

Q: Which relative energy (zero: lowest compared OMol25 entry of this formula, charge and spin) values were calculated for the entries above? A: 0.210 0.000 3.466 4.164 0.000 2.612, in eV.